No. 1
{"formula": "C13H40CoO11", "method": "ωB97M-V with the def2-TZVPD basis set", "lumo_energy_ev": [-3.47, -3.43], "energy_ha": -2729.3338, "s2": 3.7757, "molar_mass_g_mol": 431.4, "spin_multiplicity": 4, "de_lowest_kcal_mol": 194.7, "orbital_gap_ev": [5.79, 5.61], "symbols": ["Co", "C", "O", "O", "O", "C", "C", "O", "H", "H", "H", "H", "H", "H", "C", "C", "O", "H", "H", "H", "H", "H", "H", "C", "C", "O", "H", "H", "H", "H", "H", "H", "C", "C", "O", "H", "H", "H", "H", "H", "H", "C", "O", "H", "H", "H", "H", "C", "O", "H", "H", "H", "H", "C", "O", "H", "H", "H", "H", "C", "O", "H", "H", "H", "H"], "coordinates": [[-27.885, -14.917, -4.926], [-29.147, -12.364, -2.357], [-29.644, -11.562, -1.569], [-28.106, -12.238, -2.994], [-29.655, -13.433, -2.613], [-31.881, -19.768, -4.586], [-31.343, -18.464, -5.276], [-29.970, -18.301, -4.990], [-32.897, -20.039, -4.874], [-31.798, -19.628, -3.508], [-31.374, -20.703, -4.823], [-31.900, -17.616, -4.878], [-31.553, -18.529, -6.344], [-29.562, -19.167, -5.056], [-35.108, -6.438, -1.974], [-33.603, -6.538, -1.506], [-32.938, -5.630, -2.304], [-35.476, -5.412, -1.940], [-35.653, -7.145, -1.349], [-35.253, -6.721, -3.016], [-33.263, -7.565, -1.638], [-33.537, -6.320, -0.440], [-32.017, -5.895, -2.362], [-32.066, -18.267, 1.957], [-32.343, -16.852, 1.454], [-32.346, -17.039, 0.037], [-31.193, -18.808, 1.591], [-32.920, -18.936, 1.847], [-31.962, -18.172, 3.037], [-31.614, -16.084, 1.710], [-33.307, -16.505, 1.826], [-31.672, -16.446, -0.303], [-26.710, -11.897, 4.740], [-27.672, -12.087, 3.609], [-27.849, -10.838, 2.987], [-26.353, -12.842, 5.150], [-27.176, -11.373, 5.574], [-25.821, -11.323, 4.477], [-28.645, -12.512, 3.853], [-27.331, -12.786, 2.845], [-28.301, -10.993, 2.155], [-23.583, -11.188, 0.165], [-23.734, -11.205, -1.238], [-24.056, -12.053, 0.630], [-22.586, -11.127, 0.602], [-24.108, -10.314, 0.550], [-24.557, -11.646, -1.462], [-33.048, -10.826, 3.083], [-33.134, -11.563, 1.887], [-32.057, -10.687, 3.515], [-33.544, -9.877, 2.882], [-33.621, -11.350, 3.849], [-32.343, -11.367, 1.380], [-27.460, -6.526, -0.439], [-28.258, -6.889, -1.537], [-27.242, -5.463, -0.538], [-27.975, -6.628, 0.516], [-26.493, -7.028, -0.448], [-28.544, -7.801, -1.445], [-30.673, -8.929, -6.533], [-29.418, -9.271, -7.127], [-30.646, -7.867, -6.290], [-31.491, -9.142, -7.221], [-30.913, -9.373, -5.567], [-29.498, -10.186, -7.409]], "atomic_forces_ev_per_a": [[-0.55, 0.73, 0.93], [-0.70, 2.54, 1.85], [-0.11, 1.00, 0.75], [4.19, 1.12, -2.21], [-2.89, -5.52, -1.16], [0.08, 0.59, -0.10], [-1.14, -1.83, 0.48], [0.38, 0.50, -0.08], [-0.27, 0.62, 0.17], [-0.26, -0.10, 0.02], [0.74, 0.25, -0.29], [0.24, 0.06, 0.04], [0.25, 0.13, -0.22], [0.08, -0.06, -0.01], [1.13, -0.59, 0.55], [-2.69, -0.37, -0.54], [1.30, 0.63, -0.54], [0.01, -0.06, 0.59], [-0.51, 0.33, 0.00], [0.41, -0.30, -0.01], [0.13, -0.12, -0.16], [0.05, 0.25, 0.16], [0.20, 0.22, -0.04], [-0.23, 0.34, 1.98], [0.34, -1.56, -0.87], [-0.16, 0.98, -0.54], [0.09, 0.58, -0.32], [-0.16, 0.24, -0.42], [0.22, -0.29, 0.35], [0.23, -0.28, 0.32], [-0.15, -0.02, -0.18], [-0.17, 0.04, -0.36], [0.15, -0.31, 0.95], [-0.06, -0.38, -0.96], [-0.22, 0.73, -0.25], [-0.10, -0.17, -0.10], [-0.13, 0.11, -0.06], [-0.15, 0.00, -0.40], [-0.13, 0.08, 0.84], [0.69, -0.24, 0.06], [-0.07, 0.18, -0.13], [-1.32, 0.28, 0.94], [0.98, -0.19, -0.31], [0.00, -0.19, 0.01], [0.42, -0.11, -1.01], [-0.09, 0.14, 0.23], [-0.04, 0.08, 0.14], [-0.93, 0.24, 0.34], [0.67, -0.54, -0.12], [0.24, 0.04, -0.41], [0.23, 0.38, 0.50], [-0.14, -0.04, -0.05], [-0.04, -0.10, -0.29], [0.26, 0.64, 0.06], [-0.34, -0.01, -0.31], [-0.05, 0.05, -0.13], [0.04, -0.33, 0.11], [-0.02, -0.28, 0.21], [0.06, -0.13, 0.03], [-0.02, 0.61, 0.03], [-0.48, -0.15, 0.47], [0.03, 0.08, -0.45], [-0.11, 0.16, -0.02], [0.42, -0.66, 0.01], [0.16, -0.04, -0.03]], "lowdin_charge": [0.8858, -1.1070, 0.0519, 0.0720, 0.0906, -0.0798, -0.3043, -0.0987, 0.0701, 0.0733, 0.0646, 0.1105, 0.0997, 0.0759, -0.0795, -0.3337, -0.0723, 0.0660, 0.0627, 0.0632, 0.1061, 0.1009, 0.0857, -0.1016, -0.2964, -0.0985, 0.0712, 0.0707, 0.0628, 0.1100, 0.1070, 0.0744, -0.0889, -0.3478, -0.0801, 0.0718, 0.0744, 0.0767, 0.1061, 0.1048, 0.0806, -0.1762, -0.1150, 0.0714, 0.0758, 0.0708, 0.0723, -0.1773, -0.1175, 0.0745, 0.0740, 0.0738, 0.0723, -0.1793, -0.1187, 0.0751, 0.0753, 0.0734, 0.0741, -0.1620, -0.1210, 0.0774, 0.0733, 0.0711, 0.0617]}

***

No. 2
{"formula": "C3H4HoO4", "method": "ωB97M-V with the def2-TZVPD basis set", "lumo_energy_ev": [0.42, -3.37], "energy_ha": -1365.5291, "s2": 8.7701, "molar_mass_g_mol": 269.0, "spin_multiplicity": 6, "de_lowest_kcal_mol": 21.2, "orbital_gap_ev": [6.02, 3.70], "symbols": ["O", "O", "C", "C", "O", "C", "H", "H", "H", "H", "O", "Ho"], "coordinates": [[0.130, 0.221, -2.354], [-1.206, 0.671, -0.230], [-0.785, 0.582, 1.091], [0.727, 0.283, 1.055], [1.095, 0.338, -0.315], [0.080, -0.207, -1.116], [-0.977, 1.527, 1.637], [-1.277, -0.271, 1.606], [0.924, -0.734, 1.434], [1.312, 1.030, 1.609], [-0.022, -1.522, -1.005], [-0.002, -1.918, -3.412]], "atomic_forces_ev_per_a": [[-0.83, -0.21, 1.00], [-0.17, -0.98, 0.51], [0.58, 0.00, -0.05], [0.30, -0.39, -0.32], [-0.74, 0.42, 0.61], [2.97, -1.30, -3.07], [-0.32, -0.39, -0.31], [-0.33, 0.54, -0.24], [0.04, 0.36, 0.08], [-0.11, -0.30, -0.24], [-1.39, 1.11, 0.65], [-0.01, 1.14, 1.40]], "lowdin_charge": [-0.2664, 0.0800, -0.1941, -0.1548, -0.0114, -0.8292, 0.1411, 0.1491, 0.1267, 0.1305, -0.2262, 1.0547]}

***

No. 3
{"formula": "C34H57AsClN4OPRuS4", "method": "ωB97M-V with the def2-TZVPD basis set", "lumo_energy_ev": [2.28, 1.82], "energy_ha": -6349.1931, "s2": 0.7606, "molar_mass_g_mol": 908.5, "spin_multiplicity": 2, "total_charge": -1, "de_lowest_kcal_mol": 22.0, "orbital_gap_ev": [6.51, 6.01], "symbols": ["Ru", "C", "C", "C", "C", "C", "C", "C", "C", "C", "C", "C", "C", "C", "C", "C", "C", "C", "H", "H", "H", "H", "H", "H", "H", "H", "H", "H", "H", "H", "H", "H", "H", "H", "H", "H", "H", "H", "H", "H", "H", "H", "H", "H", "H", "H", "H", "S", "As", "S", "S", "S", "O", "P", "N", "C", "C", "C", "C", "N", "C", "C", "C", "C", "N", "C", "C", "C", "C", "H", "H", "H", "H", "H", "H", "H", "H", "H", "H", "H", "H", "H", "H", "H", "H", "H", "H", "H", "H", "H", "H", "H", "H", "Cl", "C", "C", "C", "C", "N", "C", "H", "H", "H", "H"], "coordinates": [[-0.449, -0.969, -0.498], [1.845, -0.267, -0.047], [2.757, -1.069, -0.777], [2.775, -2.366, -0.175], [1.789, -2.348, 0.821], [1.277, -1.035, 1.021], [1.013, -0.520, 2.436], [2.135, -1.055, 3.348], [-0.335, -1.000, 2.979], [1.135, 1.000, 2.484], [3.725, -3.560, -0.333], [5.142, -3.119, 0.074], [3.763, -4.210, -1.728], [3.340, -4.676, 0.649], [3.593, -0.373, -1.857], [2.758, 0.719, -2.556], [4.147, -1.267, -2.969], [4.775, 0.336, -1.163], [1.823, 0.810, -0.112], [1.554, -3.176, 1.474], [2.067, -2.137, 3.475], [2.070, -0.592, 4.338], [3.116, -0.826, 2.924], [-0.382, -2.092, 2.960], [-1.166, -0.613, 2.381], [-0.466, -0.680, 4.018], [2.144, 1.298, 2.189], [0.980, 1.348, 3.509], [0.420, 1.484, 1.828], [5.549, -2.366, -0.596], [5.822, -3.977, 0.065], [5.128, -2.696, 1.081], [3.549, -3.513, -2.528], [3.028, -5.011, -1.792], [4.747, -4.649, -1.919], [3.422, -4.351, 1.688], [4.015, -5.524, 0.505], [2.321, -5.027, 0.471], [1.772, 0.359, -2.859], [3.286, 1.068, -3.447], [2.601, 1.584, -1.910], [3.347, -1.689, -3.581], [4.758, -2.085, -2.598], [4.774, -0.660, -3.628], [4.411, 1.006, -0.382], [5.340, 0.926, -1.892], [5.457, -0.377, -0.700], [-2.677, -2.810, -3.888], [-2.948, -1.245, -2.517], [-2.581, -1.938, -0.399], [-1.169, 0.134, -2.419], [-4.716, -0.121, -2.699], [-1.315, 0.833, 0.610], [-2.193, 2.037, 0.627], [-2.041, 2.740, 2.141], [-2.847, 3.937, 2.406], [-2.704, 4.137, 3.907], [-2.729, 2.697, 4.416], [-1.880, 1.957, 3.381], [-1.821, 3.314, -0.360], [-2.297, 3.432, -1.757], [-1.053, 3.823, -2.545], [-0.238, 4.619, -1.528], [-0.447, 3.835, -0.237], [-3.779, 1.736, 0.344], [-4.443, 0.666, 1.115], [-5.930, 0.894, 0.856], [-6.021, 2.401, 0.634], [-4.768, 2.688, -0.186], [-3.904, 3.770, 2.157], [-2.498, 4.783, 1.812], [-3.493, 4.763, 4.324], [-1.741, 4.601, 4.131], [-3.755, 2.319, 4.407], [-2.337, 2.583, 5.427], [-2.199, 0.919, 3.251], [-0.837, 1.942, 3.687], [-3.050, 4.225, -1.816], [-2.747, 2.504, -2.104], [-1.302, 4.396, -3.438], [-0.514, 2.924, -2.850], [-0.641, 5.629, -1.421], [0.818, 4.703, -1.786], [-0.343, 4.451, 0.659], [0.275, 3.013, -0.166], [-4.221, 0.781, 2.186], [-4.099, -0.313, 0.785], [-6.552, 0.531, 1.674], [-6.204, 0.368, -0.059], [-5.975, 2.929, 1.593], [-6.930, 2.712, 0.118], [-4.421, 3.717, -0.092], [-4.947, 2.469, -1.241], [1.236, -3.262, -5.362], [0.599, -3.552, -3.778], [0.161, -4.804, -3.409], [-0.295, -4.956, -2.110], [-0.334, -3.863, -1.270], [0.039, -2.638, -1.660], [0.523, -2.493, -2.892], [0.179, -5.626, -4.110], [-0.655, -5.910, -1.751], [-0.714, -3.946, -0.264], [0.802, -1.497, -3.202]], "atomic_forces_ev_per_a": [[-0.07, 0.22, -0.13], [-0.05, -0.09, 0.11], [-0.04, 0.24, -0.02], [-0.24, -0.17, -0.17], [0.29, 0.06, 0.15], [-0.11, -0.04, -0.27], [0.06, 0.00, 0.06], [-0.09, -0.08, 0.06], [-0.07, -0.02, -0.03], [0.12, 0.03, 0.02], [-0.03, -0.01, 0.03], [-0.02, 0.03, 0.00], [-0.14, -0.02, -0.09], [0.02, -0.03, -0.02], [0.08, 0.00, 0.01], [-0.04, 0.02, 0.01], [0.04, 0.10, -0.01], [0.01, -0.04, -0.05], [-0.10, 0.01, 0.01], [-0.02, 0.01, -0.02], [0.01, 0.02, 0.01], [-0.01, -0.01, 0.00], [-0.01, 0.01, -0.02], [0.01, -0.03, -0.02], [0.22, -0.14, 0.09], [-0.02, -0.01, 0.02], [0.00, 0.00, -0.01], [0.06, 0.00, -0.03], [-0.02, 0.08, 0.00], [0.01, 0.00, -0.08], [-0.01, 0.00, 0.01], [0.01, 0.01, -0.01], [-0.08, -0.14, 0.03], [-0.13, -0.05, -0.03], [-0.02, -0.05, 0.01], [0.00, 0.00, -0.01], [0.01, 0.00, 0.01], [-0.01, 0.00, 0.00], [0.07, -0.01, 0.00], [0.01, 0.02, 0.01], [-0.03, 0.00, 0.01], [-0.03, -0.03, 0.02], [0.10, 0.12, 0.04], [-0.01, 0.01, -0.01], [-0.01, 0.00, -0.01], [0.00, 0.00, 0.00], [-0.02, 0.04, -0.01], [-0.09, 0.06, 0.07], [-0.25, -0.04, -0.19], [0.06, 0.13, -0.11], [0.03, -0.07, 0.27], [0.02, 0.11, 0.11], [0.25, -0.40, 0.06], [-0.32, 0.25, -0.09], [0.15, 0.03, -0.06], [-0.01, -0.02, 0.02], [0.00, 0.00, 0.02], [-0.01, 0.01, -0.02], [-0.22, -0.11, 0.01], [-0.07, -0.32, 0.10], [0.01, 0.04, 0.03], [0.02, -0.03, -0.05], [0.03, 0.01, -0.02], [0.06, 0.03, 0.00], [0.06, 0.05, -0.14], [0.02, -0.02, 0.09], [0.05, -0.02, -0.09], [0.00, 0.02, 0.03], [0.00, -0.09, -0.04], [0.01, 0.01, -0.01], [0.03, 0.02, 0.01], [-0.01, 0.00, 0.00], [0.00, -0.01, 0.01], [-0.01, 0.02, -0.02], [0.00, 0.00, 0.00], [0.06, 0.21, 0.03], [-0.05, 0.02, 0.01], [0.01, 0.00, 0.00], [0.02, -0.10, -0.05], [0.01, -0.01, -0.02], [-0.02, 0.01, 0.05], [-0.02, 0.00, 0.00], [0.00, -0.01, 0.00], [-0.01, -0.01, 0.00], [-0.01, 0.01, 0.00], [-0.01, -0.01, 0.01], [-0.03, 0.08, 0.03], [0.01, 0.01, 0.00], [-0.03, -0.01, -0.04], [-0.01, 0.00, -0.01], [0.00, -0.01, -0.01], [-0.01, 0.01, 0.02], [-0.02, 0.00, -0.03], [0.00, 0.01, -0.02], [0.17, -0.07, 0.08], [0.16, 0.02, 0.10], [0.03, -0.02, -0.03], [-0.08, -0.06, 0.10], [0.15, 0.13, 0.23], [0.09, 0.07, -0.11], [-0.01, 0.01, 0.00], [0.02, 0.00, 0.00], [0.03, 0.01, -0.03], [0.00, -0.06, 0.03]], "lowdin_charge": [0.7857, -0.1411, -0.1177, -0.1244, -0.0610, -0.3513, -0.5384, -0.0530, -0.0599, -0.0673, -0.5132, -0.0499, -0.0440, -0.0768, -0.5153, -0.0596, -0.0526, -0.0416, 0.0921, 0.1020, 0.0746, 0.0789, 0.0899, 0.0836, 0.0393, 0.0827, 0.0876, 0.0734, 0.0455, 0.0513, 0.0801, 0.0888, 0.0397, 0.0744, 0.0848, 0.0811, 0.0842, 0.0787, 0.0428, 0.0843, 0.0728, 0.0668, 0.0567, 0.0848, 0.0826, 0.0821, 0.0629, -0.0519, -0.4163, 0.1234, 0.1525, -0.0944, -0.4094, 0.5620, -0.1644, -0.2071, -0.1742, -0.1664, -0.1966, -0.1747, -0.2155, -0.1785, -0.1728, -0.1969, -0.1665, -0.2040, -0.1734, -0.1730, -0.2267, 0.0967, 0.1076, 0.1062, 0.1121, 0.1070, 0.1067, 0.0910, 0.0812, 0.1074, 0.0613, 0.1099, 0.0719, 0.1076, 0.1062, 0.1058, 0.1045, 0.1041, 0.0148, 0.1069, 0.0812, 0.0974, 0.1078, 0.0978, 0.0747, 0.6763, -0.6952, -0.1157, -0.0611, -0.1957, -0.1204, -0.2405, 0.1114, 0.1101, 0.0731, 0.0475]}